This record from the Open Molecules 2025 dataset describes a molecular structure, C25H35ClN6O8PPt in a non-equilibrium geometry. The level of theory is wB97M-V/def2-TZVPD.

XYZ file:
```
77
Properties=species:S:1:pos:R:3:forces:R:3
Pt 1.728474 1.627030 -0.625518 -1.080 -0.454 0.685
O 3.931690 2.605391 5.015240 -0.020 0.016 -0.030
C 3.610593 2.446402 3.722958 0.167 -0.046 0.117
C 4.369746 1.673754 2.841925 -0.016 0.057 0.110
C 3.944013 1.555700 1.540565 -0.159 0.103 0.062
N 2.812522 2.125843 1.121494 0.108 -0.313 -0.501
C 2.117036 2.914558 1.946313 0.117 -0.109 -0.065
C 2.482791 3.112115 3.256481 -0.169 0.111 -0.144
C 0.962325 3.597509 1.273256 -0.144 0.080 -0.029
O 0.323141 4.470717 1.797007 -0.015 -0.082 0.081
O 0.753781 3.174652 0.040202 -0.141 0.341 0.059
C 4.704897 0.873807 0.437986 0.277 -0.169 -0.506
O 5.600392 0.036622 0.729934 -0.219 -0.413 0.123
O 4.348448 1.227184 -0.696660 0.644 -0.100 -0.061
H 4.730006 2.111966 5.235699 0.028 -0.005 0.003
H 5.283315 1.183179 3.152561 0.002 -0.019 -0.054
H 1.905740 3.770904 3.890060 -0.003 -0.010 -0.011
C -2.333381 1.791348 2.006097 0.063 -0.047 0.065
C -3.733203 1.294564 1.629080 -0.043 0.046 0.003
C -4.544521 1.143020 2.926196 -0.012 -0.011 0.028
C -4.435183 2.359097 0.776207 -0.015 0.030 0.056
C -3.689654 -0.073605 0.876840 0.226 -0.059 -0.019
O -5.011153 -0.602380 0.765937 0.006 -0.016 -0.036
C -2.770427 -1.092414 1.610720 -0.227 -0.190 -0.311
C -3.015398 -2.592356 1.277713 -0.008 0.179 0.059
C -2.189610 -3.187928 0.166619 -0.145 0.223 -0.156
C -0.827783 -3.406804 0.335413 0.140 0.084 0.067
C -0.042762 -3.895786 -0.696393 0.117 0.055 -0.021
C -0.635494 -4.164535 -1.918261 0.105 -0.079 -0.185
Cl 0.354647 -4.723396 -3.245720 -0.069 0.103 0.046
C -1.997719 -4.007649 -2.109084 0.028 0.026 0.050
C -2.765238 -3.529121 -1.057196 -0.023 0.127 0.058
C -3.377843 0.061062 -0.641530 0.131 0.019 0.146
N -2.117899 0.689845 -1.072687 0.063 0.064 0.063
C -0.862978 0.258117 -1.107869 -0.163 0.188 -0.243
N -0.077905 1.216723 -1.642832 -0.052 -0.063 0.430
C -0.958097 2.239519 -1.884211 0.225 0.075 -0.303
N -2.183694 1.952858 -1.578479 -0.092 -0.157 -0.002
H -2.405349 2.806684 2.396131 0.004 0.017 0.026
H -1.654629 1.836180 1.156018 0.064 0.010 -0.083
H -1.875270 1.171789 2.781947 -0.015 0.034 -0.052
H -4.402689 2.034645 3.537666 -0.022 -0.001 -0.005
H -4.237801 0.288394 3.534501 -0.005 0.053 -0.009
H -5.615825 1.066322 2.727057 0.006 0.000 0.008
H -4.664250 3.224547 1.399995 0.004 -0.005 0.000
H -5.377178 1.980130 0.374968 -0.004 0.013 0.016
H -3.813121 2.707981 -0.046650 -0.046 -0.004 0.032
H -5.398197 -0.663558 1.646407 0.007 0.016 -0.017
H -2.938225 -0.973169 2.681950 0.010 0.044 -0.052
H -1.725652 -0.822505 1.450887 0.117 -0.024 -0.043
H -4.068335 -2.726822 1.038321 -0.062 -0.012 0.068
H -2.820520 -3.170298 2.183071 -0.006 0.033 0.030
H -0.364194 -3.195259 1.293854 -0.018 0.011 -0.030
H 1.017148 -4.058251 -0.558590 0.032 0.023 -0.058
H -2.449201 -4.261349 -3.058624 0.006 -0.013 0.007
H -3.834985 -3.415533 -1.192651 0.002 0.025 0.005
H -4.147763 0.679138 -1.093173 -0.028 -0.066 0.033
H -3.437639 -0.923570 -1.083052 0.076 -0.257 -0.100
H -0.536899 -0.722174 -0.804370 0.054 -0.100 0.174
H -0.661856 3.187803 -2.298327 0.029 0.019 0.069
N 1.111894 -0.506171 -3.965187 0.107 -0.148 0.126
C 2.595367 -0.702669 -4.057828 0.029 -0.029 -0.088
P 3.190228 -1.174216 -2.365300 -0.671 0.058 0.324
O 3.193198 -2.642906 -2.157751 -0.101 -0.001 0.047
O 2.252613 -0.322968 -1.506728 0.654 0.041 -0.099
C 4.961593 -0.752314 -2.482683 0.079 0.140 -0.075
N 5.663049 -1.545688 -1.437797 -0.007 -0.045 0.977
H 0.635836 -1.407760 -3.880201 0.006 -0.045 0.018
H 0.724380 -0.008256 -4.763545 -0.012 0.010 -0.049
H 0.925964 0.023920 -3.093540 -0.065 0.073 0.044
H 3.029032 0.254160 -4.348197 0.012 -0.013 -0.034
H 2.808455 -1.460932 -4.807264 0.008 0.015 -0.019
H 5.161180 0.305004 -2.363819 0.110 0.019 0.122
H 5.297786 -1.109209 -3.459436 -0.037 -0.044 0.027
H 6.635841 -1.706088 -1.686139 0.037 0.084 0.072
H 5.194162 -2.455181 -1.366924 -0.084 -0.105 -0.141
H 5.638247 -1.077355 -0.421074 0.096 0.592 -0.901
```
Positions in Å, forces in eV/Å.

Output
* strongest force on any atom: 1.4 eV/Å
* energy relative to the best compared isomer or geometry (same formula, charge and spin): 162.5 kJ/mol
* HOMO: -11.24 eV
* charge: +1
* orbital gap: 8.4 eV
* multiplicity: 1